Entry from OMol25: C31H46N5O9S2SiTi as an isolated structure (ωB97M-V with the def2-TZVPD basis set).

Output
**Largest force on an atom**: 0.0127 hartree/bohr
**Energy**: -4095.623919 hartree
**Spin multiplicity**: 2
**Charge**: -2

CARTESIAN COORDINATES (ANGSTROEM)
Ti 0.27 -1.71 -0.07
N -1.30 -5.10 3.34
C -0.36 -4.17 2.85
S -0.01 -2.82 3.82
N 0.09 -4.50 1.67
N 0.95 -3.60 1.05
C 2.07 -4.15 0.77
C 3.19 -3.56 0.08
C 4.30 -4.36 -0.23
C 5.42 -3.84 -0.85
C 5.44 -2.49 -1.17
C 4.36 -1.67 -0.88
C 3.21 -2.18 -0.25
O 2.20 -1.41 0.03
H -1.33 -5.07 4.35
H -1.13 -6.03 2.98
H 2.21 -5.19 1.09
H 4.26 -5.41 0.04
H 6.26 -4.48 -1.09
H 6.30 -2.06 -1.67
H 4.36 -0.62 -1.14
O 0.35 -4.12 -3.54
C -0.16 -3.21 -2.89
O 0.03 -3.02 -1.64
C -1.19 -2.32 -3.62
C -2.60 -2.53 -3.04
C -3.65 -2.01 -4.05
C -3.55 -0.48 -3.82
C -2.40 -0.42 -2.80
O -2.68 -1.57 -2.00
C -1.08 -0.77 -3.52
C 0.16 -0.22 -2.81
O 1.03 0.31 -3.50
O 0.14 -0.28 -1.53
H -1.15 -2.63 -4.66
H -2.80 -3.53 -2.64
H -3.43 -2.31 -5.07
H -4.65 -2.38 -3.79
H -3.32 0.08 -4.74
H -4.46 -0.08 -3.39
H -2.35 0.46 -2.16
H -1.07 -0.36 -4.52
C 3.92 2.03 0.13
C 2.85 2.28 1.18
C 2.85 1.15 2.20
C 3.08 3.63 1.88
O 1.62 2.36 0.46
Si 0.07 2.04 0.89
S -0.40 0.14 1.53
O -0.84 2.52 -0.40
C -0.67 3.60 -1.30
C -0.54 4.91 -0.53
C -1.95 3.62 -2.15
C 0.54 3.39 -2.21
O -0.18 3.15 2.13
C -1.23 3.25 3.10
C -2.57 2.78 2.54
C -1.31 4.73 3.46
C -0.85 2.44 4.34
H 4.91 1.97 0.58
H 3.92 2.84 -0.61
H 3.70 1.09 -0.38
H 3.83 1.08 2.68
H 2.62 0.20 1.72
H 2.09 1.32 2.97
H 4.04 3.63 2.41
H 2.28 3.82 2.59
H 3.09 4.43 1.14
H -1.42 5.08 0.09
H -0.43 5.75 -1.22
H 0.34 4.88 0.12
H -2.82 3.68 -1.50
H -2.01 2.71 -2.74
H -1.95 4.48 -2.83
H 1.46 3.47 -1.63
H 0.54 4.14 -3.00
H 0.51 2.39 -2.66
H -2.83 3.35 1.64
H -3.36 2.92 3.29
H -2.52 1.72 2.27
H -1.57 5.31 2.57
H -0.34 5.07 3.82
H -2.06 4.90 4.23
H -0.74 1.38 4.08
H -1.61 2.54 5.12
H 0.11 2.79 4.73
N -3.30 -4.08 0.66
C -3.67 -3.08 1.53
C -2.72 -2.12 1.42
N -1.77 -2.53 0.52
C -2.14 -3.71 0.09
H -3.72 -4.98 0.58
H -4.55 -3.15 2.15
H -2.62 -1.18 1.93
H -1.58 -4.32 -0.60